(1)
24
Properties=species:S:1:pos:R:3:forces:R:3 method="wB97M-V/def2-TZVPD" multiplicity=4 lumo_energy_ha="-0.525 / -0.521" charge=+3 e_homo_ev="-21.04 / -21.04"
Er -0.014 -0.063 0.453 0.42 1.27 0.91
O -0.579 3.300 -0.015 0.90 -5.57 -0.57
C -0.396 2.160 -0.088 -1.30 7.81 0.25
C 2.072 -0.750 -0.050 6.53 -2.26 -0.33
O 3.141 -1.142 -0.021 -3.42 1.31 -0.36
C -1.701 -1.417 -0.009 -6.24 -5.14 -0.47
O -2.568 -2.158 -0.020 2.96 2.56 -0.17
C 0.006 0.013 -2.098 -0.03 -0.08 -6.59
O -0.001 0.002 -3.258 0.04 0.09 5.81
C 0.944 0.049 5.557 0.38 -0.75 0.91
N 0.586 0.694 4.325 -0.08 -0.90 -0.59
C 0.138 2.096 4.305 -0.09 0.72 0.47
C 0.602 0.050 3.192 0.77 0.28 3.97
C 0.958 -1.407 2.986 0.00 0.30 0.19
O 0.289 0.830 2.261 -0.89 0.64 -4.41
H 0.846 0.755 6.371 0.04 -0.07 0.14
H 1.977 -0.301 5.492 -0.05 0.12 0.24
H 0.287 -0.806 5.725 0.01 0.14 0.25
H 0.794 2.728 3.694 -0.05 -0.30 0.15
H -0.891 2.192 3.930 0.31 -0.23 0.11
H 0.160 2.467 5.325 0.02 -0.04 -0.04
H 0.131 -1.964 2.502 -0.02 0.04 0.26
H 1.866 -1.532 2.372 -0.11 0.14 0.39
H 1.144 -1.891 3.958 -0.09 -0.07 -0.51

(2)
10
Properties=species:S:1:pos:R:3:forces:R:3 method="wB97M-V/def2-TZVPD" relative_energy_ev=3.8253 lumo_energy_ha="0.255 / 0.255" charge=-2 e_homo_ev="0.79 / 0.78"
C 0.765 0.140 -2.469 -0.81 -0.31 -0.51
C 0.068 -0.687 -1.647 -0.37 -1.91 5.17
C -0.051 0.466 0.359 0.17 -2.37 -3.24
N 0.965 0.846 -3.380 1.26 1.03 -0.73
O 0.831 -0.166 1.292 -0.89 -0.43 1.04
O -0.957 1.011 2.910 0.15 -0.55 -1.21
O -1.528 -1.307 2.093 -0.53 -1.45 -0.63
P -0.812 -0.056 1.824 1.53 2.17 2.07
H 0.470 -1.705 -1.124 -0.48 2.77 -1.46
H 0.249 1.458 0.141 -0.04 1.05 -0.49

(3)
131
Properties=species:S:1:pos:R:3:forces:R:3 method="wB97M-V/def2-TZVPD" smiles="CCP(C)[C@@H]1[C@H](N(C)C(C)=O)OS(=O)(=O)[C@@](CC=O)(S(C)(=O)=O)[C@@]1(S)CCCC(=O)O.O=C1OCCO1.O=C1OCCO1.O=C1OCCO1.O=C1OCCO1.O=C1OCCO1.O=C1OCCO1.O=C1OCCO1" lumo_energy_ha=-0.008 charge=0 e_homo_ev=-8.63
C -2.842 4.358 -0.869 0.25 -0.14 0.09
C -3.287 3.257 -1.830 -0.48 0.33 -0.24
P -1.862 2.577 -2.759 0.95 -0.24 0.80
C -1.783 3.722 -4.190 -0.43 -0.20 0.30
C -2.304 0.906 -3.533 -0.22 0.47 0.84
C -3.768 0.526 -3.520 -0.38 0.59 -1.35
N -4.613 1.658 -3.941 -0.27 -0.46 0.18
C -4.749 1.634 -5.401 -0.03 -0.05 -0.10
C -5.936 1.573 -3.319 -0.53 1.25 1.17
C -6.874 0.475 -3.754 0.62 0.17 -0.26
O -6.258 2.406 -2.495 0.43 -1.05 -1.03
O -4.233 0.049 -2.251 0.84 -0.21 0.04
S -3.762 -1.464 -2.044 -1.04 -1.40 0.43
O -4.191 -1.827 -0.729 0.31 0.53 -0.33
O -4.213 -2.259 -3.138 0.14 0.58 -0.18
C -1.932 -1.313 -2.063 0.43 0.46 0.72
C -1.557 -0.952 -0.591 -0.35 0.10 0.02
C -2.055 0.372 -0.048 1.06 0.76 0.25
O -1.311 1.208 0.428 -0.61 -0.69 -0.23
S -1.294 -3.074 -2.194 -0.30 -1.90 -0.42
C 0.415 -3.064 -2.692 0.06 -0.04 0.14
O -1.997 -3.783 -3.230 0.17 0.42 -0.19
O -1.347 -3.693 -0.897 0.18 0.76 0.30
C -1.362 -0.345 -3.200 -0.28 0.32 -0.48
S 0.223 0.411 -2.632 0.07 0.06 0.16
C -1.223 -1.056 -4.582 0.60 -0.30 -0.31
C 0.003 -0.729 -5.453 -0.83 -0.12 -0.45
C -0.003 0.679 -6.072 0.96 -0.24 0.12
C 1.377 1.022 -6.595 0.26 -0.02 -1.26
O 1.665 1.088 -7.767 -0.33 0.14 1.47
O 2.302 1.306 -5.610 0.09 0.01 -0.57
H -2.002 4.920 -1.273 0.05 0.17 -0.04
H -3.653 5.054 -0.672 -0.12 0.07 -0.03
H -2.514 3.952 0.083 0.14 -0.12 0.10
H -4.007 3.670 -2.530 -0.03 -0.05 -0.11
H -3.843 2.492 -1.299 0.04 -0.26 0.08
H -0.831 3.642 -4.701 0.07 -0.12 -0.21
H -2.634 3.623 -4.860 0.01 0.05 -0.20
H -1.815 4.711 -3.738 -0.02 0.17 -0.02
H -2.137 1.123 -4.583 0.27 -0.07 -0.12
H -3.923 -0.260 -4.267 -0.05 -0.39 0.27
H -5.265 2.525 -5.744 -0.06 0.15 0.05
H -3.772 1.621 -5.876 0.18 0.09 0.03
H -5.291 0.757 -5.765 -0.03 -0.12 -0.04
H -7.597 0.291 -2.975 -0.16 -0.03 0.09
H -6.311 -0.422 -4.004 -0.07 -0.21 0.07
H -7.364 0.800 -4.669 -0.26 0.01 -0.03
H -0.496 -1.067 -0.406 0.23 0.33 -0.23
H -2.029 -1.704 0.040 -0.16 -0.12 -0.01
H -3.136 0.535 -0.023 -0.25 -0.08 -0.11
H 0.529 -2.722 -3.711 0.05 0.26 -0.07
H 0.675 -4.119 -2.676 -0.17 -0.22 0.14
H 1.059 -2.567 -1.978 -0.01 0.15 0.09
H 0.978 -0.706 -2.604 -0.26 0.10 -0.22
H -1.239 -2.136 -4.513 -0.19 -0.09 0.15
H -2.077 -0.821 -5.217 -0.30 -0.02 0.19
H -0.083 -1.422 -6.288 0.20 -0.14 -0.07
H 0.936 -0.999 -4.969 0.15 0.20 0.22
H -0.657 0.692 -6.936 -0.36 0.15 0.06
H -0.245 1.432 -5.330 -0.14 0.15 -0.02
H 2.488 0.506 -5.110 -0.12 -0.03 0.32
C -0.047 -0.067 3.285 -0.23 0.13 -0.04
C -0.456 -1.415 3.831 -0.26 -0.02 0.17
O 0.722 -2.208 3.606 -0.02 0.16 -0.07
C 1.776 -1.372 3.532 0.07 -0.07 0.04
O 2.914 -1.713 3.510 0.27 -0.17 -0.09
O 1.376 -0.083 3.479 -0.17 -0.06 -0.03
H -0.502 0.762 3.819 0.18 0.02 0.06
H -0.251 0.040 2.219 0.07 0.00 0.00
H -0.666 -1.383 4.899 0.02 -0.01 0.00
H -1.310 -1.847 3.317 0.09 -0.14 -0.04
C 4.901 -3.972 0.072 0.06 0.01 -0.02
C 3.797 -3.400 -0.791 -0.05 0.28 0.04
O 3.446 -4.508 -1.625 0.00 0.08 0.05
C 3.810 -5.649 -0.982 0.03 -0.01 0.01
O 3.505 -6.738 -1.336 -0.08 -0.14 -0.07
O 4.559 -5.366 0.104 0.04 0.14 -0.02
H 4.921 -3.559 1.073 -0.07 -0.11 0.18
H 5.885 -3.861 -0.385 0.00 -0.04 -0.04
H 2.923 -3.111 -0.203 0.01 -0.03 0.06
H 4.121 -2.555 -1.394 -0.01 -0.10 -0.13
C 0.635 -6.412 -5.292 -0.05 -0.05 0.07
C -0.748 -5.829 -5.504 -0.06 -0.11 0.04
O -0.446 -4.465 -5.842 0.00 -0.03 0.06
C 0.814 -4.418 -6.334 -0.09 -0.13 -0.07
O 1.290 -3.462 -6.858 0.10 0.16 0.04
O 1.446 -5.593 -6.149 -0.02 -0.06 0.06
H 0.714 -7.456 -5.581 0.11 0.04 -0.13
H 0.988 -6.300 -4.265 0.00 0.02 0.00
H -1.271 -6.288 -6.344 0.05 0.02 -0.03
H -1.377 -5.868 -4.622 -0.03 0.22 0.06
C 3.982 3.258 4.133 0.03 -0.11 0.01
C 2.545 2.893 3.827 0.10 -0.13 -0.08
O 1.816 3.862 4.597 0.04 -0.01 -0.05
C 2.616 4.930 4.799 0.03 -0.13 -0.08
O 2.255 5.965 5.260 -0.05 0.16 0.06
O 3.881 4.664 4.412 0.02 -0.05 0.01
H 4.660 3.082 3.303 0.02 0.17 -0.02
H 4.363 2.749 5.019 -0.03 0.01 0.02
H 2.296 3.026 2.772 0.00 0.04 0.01
H 2.289 1.884 4.128 -0.12 0.08 0.14
C 3.150 6.672 9.488 0.06 0.08 -0.05
C 3.040 5.727 8.309 -0.01 0.09 -0.04
O 3.130 4.443 8.944 0.02 0.08 0.00
C 2.743 4.577 10.235 0.02 0.07 -0.10
O 2.547 3.676 10.979 -0.03 -0.13 0.12
O 2.611 5.887 10.558 0.02 0.05 -0.05
H 2.578 7.586 9.360 -0.11 -0.05 0.12
H 4.185 6.927 9.726 0.01 -0.04 0.00
H 2.081 5.803 7.799 -0.01 0.00 0.00
H 3.837 5.850 7.582 0.04 -0.15 0.01
C 6.001 -4.093 5.898 -0.05 -0.11 0.02
C 7.153 -4.176 4.916 0.03 -0.09 0.01
O 7.025 -2.945 4.196 0.00 -0.10 0.02
C 6.358 -2.060 4.980 -0.09 -0.02 -0.01
O 6.238 -0.907 4.739 0.04 0.18 -0.03
O 5.853 -2.680 6.071 0.04 -0.09 0.01
H 6.210 -4.571 6.850 0.00 0.15 0.08
H 5.073 -4.495 5.489 0.01 0.03 -0.04
H 8.125 -4.194 5.411 -0.01 0.02 0.03
H 7.080 -5.022 4.238 -0.03 0.10 -0.12
C -4.725 2.453 4.142 -0.04 0.13 -0.03
C -3.289 2.779 3.780 -0.05 0.11 -0.12
O -2.560 1.842 4.583 -0.04 0.04 -0.03
C -3.374 0.796 4.865 -0.02 0.11 -0.07
O -3.009 -0.219 5.361 0.08 -0.16 0.00
O -4.642 1.065 4.492 0.00 0.07 0.00
H -5.420 2.595 3.319 -0.02 -0.17 -0.01
H -5.076 3.013 5.010 0.03 -0.01 0.02
H -3.067 2.588 2.728 0.00 -0.04 0.00
H -3.000 3.797 4.027 0.11 -0.06 0.13

(4)
19
Properties=species:S:1:pos:R:3:forces:R:3 method="wB97M-V/def2-TZVPD" relative_energy_ev=3.6698 smiles="CC1=C(C)[C@H](C)NO1" lumo_energy_ha=0.036 charge=0 e_homo_ev=-7.67
C -0.042 0.065 0.280 -0.45 -2.86 0.71
C -0.374 -1.206 0.704 -0.85 2.76 1.17
C 1.416 0.027 -0.038 0.02 1.47 0.08
C -0.919 1.251 0.293 -1.97 -1.70 0.44
C -1.662 -1.675 1.458 1.28 -0.22 -0.56
C 1.717 0.649 -1.437 2.60 -0.36 2.84
N 1.716 -1.405 0.004 1.04 -1.18 -3.12
O 0.668 -2.046 0.635 -1.17 -1.68 2.14
H 1.991 0.613 0.790 -0.54 -1.02 -1.26
H -1.428 1.402 -0.673 0.59 0.44 0.10
H -0.380 2.128 0.650 -0.53 0.15 0.16
H -1.791 0.839 0.928 1.15 1.67 -0.38
H -2.413 -1.365 0.752 -0.90 -0.46 0.00
H -1.900 -1.181 2.423 0.69 0.07 -0.60
H -1.672 -2.773 1.675 0.03 0.94 -0.62
H 0.990 0.190 -2.069 0.13 -0.12 -1.15
H 2.858 0.443 -1.534 -2.05 0.24 -0.89
H 1.601 1.730 -1.314 -0.15 -0.15 -0.44
H 1.550 -1.905 -0.953 1.08 2.01 1.38

(5)
27
Properties=species:S:1:pos:R:3:forces:R:3 method="wB97M-V/def2-TZVPD" relative_energy_ev=0.1428 multiplicity=2 lumo_energy_ha="-0.137 / -0.255" charge=+1 e_homo_ev="-13.02 / -13.60"
C -2.077 -2.507 -2.286 0.00 0.29 -0.14
C -2.812 -3.322 -3.360 -0.20 -0.01 0.12
H -2.726 -1.724 -1.896 -0.04 0.06 0.08
H -1.752 -3.097 -1.428 0.08 -0.16 -0.11
H -1.206 -1.997 -2.717 -0.10 -0.13 0.13
H -3.099 -4.317 -3.021 0.05 0.06 0.08
H -2.199 -3.447 -4.245 0.10 -0.07 -0.14
H -3.731 -2.819 -3.668 0.12 -0.04 -0.02
C 0.484 3.097 3.092 -0.41 0.14 -0.19
C 0.773 1.259 1.298 0.47 0.22 -0.11
C 1.189 2.420 1.983 -0.20 0.01 0.64
C 1.847 0.877 0.468 0.17 -0.21 0.01
C 2.498 2.725 1.520 0.55 -0.24 0.01
C -0.426 -0.647 0.520 -0.39 0.25 -0.33
C 0.635 -0.957 -0.325 0.20 -0.31 -0.05
C -0.388 0.469 1.332 0.19 -0.04 0.28
C 1.836 -0.233 -0.320 -0.06 0.03 -0.19
N 2.907 1.783 0.678 -0.55 0.43 -0.71
H -1.333 -1.230 0.465 0.03 -0.16 0.08
H 0.543 -1.801 -0.996 -0.01 -0.07 0.06
H -1.203 0.710 2.001 -0.07 0.03 -0.10
H 2.698 -0.525 -0.913 -0.20 -0.02 0.00
H -0.052 2.348 3.674 0.31 0.00 0.36
H -0.334 3.723 2.725 0.14 0.21 -0.23
H 3.195 3.514 1.774 -0.40 0.19 0.12
H 3.586 1.975 -0.048 0.38 -0.25 0.30
H 1.147 3.722 3.693 -0.15 -0.23 0.04

Repeat the second record exactly.
10
Properties=species:S:1:pos:R:3:forces:R:3 method="wB97M-V/def2-TZVPD" relative_energy_ev=3.8253 lumo_energy_ha="0.255 / 0.255" charge=-2 e_homo_ev="0.79 / 0.78"
C 0.765 0.140 -2.469 -0.81 -0.31 -0.51
C 0.068 -0.687 -1.647 -0.37 -1.91 5.17
C -0.051 0.466 0.359 0.17 -2.37 -3.24
N 0.965 0.846 -3.380 1.26 1.03 -0.73
O 0.831 -0.166 1.292 -0.89 -0.43 1.04
O -0.957 1.011 2.910 0.15 -0.55 -1.21
O -1.528 -1.307 2.093 -0.53 -1.45 -0.63
P -0.812 -0.056 1.824 1.53 2.17 2.07
H 0.470 -1.705 -1.124 -0.48 2.77 -1.46
H 0.249 1.458 0.141 -0.04 1.05 -0.49